# C52H45F5N4O2P2S4Y

A structure of composition C52H45F5N4O2P2S4Y (ωB97M-V with the def2-TZVPD basis set, the OMol25 dataset).

Properties
E_tot (eV): -141257.4492
E_LUMO (eV): -2.29
E_HOMO (Eh): -0.350
Total charge: +1

Atoms and positions in Å:
C (3.158, 0.168, 0.579)
S (0.079, 1.836, -2.378)
H (-1.786, 0.705, -3.987)
C (-1.184, -5.290, 1.875)
S (-2.802, -0.829, 1.511)
C (-1.108, 2.518, 2.953)
H (-3.693, -3.141, -4.044)
H (-5.037, -0.358, 0.799)
C (1.051, -5.560, 1.031)
S (-2.424, 2.275, 0.428)
C (6.662, 2.325, 3.355)
H (4.310, 5.383, 4.771)
H (-4.429, -3.013, -0.363)
C (-2.165, -0.149, -4.530)
H (-2.332, -3.703, 1.009)
P (-2.855, -1.145, -2.035)
C (6.263, 1.008, 3.179)
C (4.717, -1.946, 1.457)
C (-2.427, 2.719, 2.198)
C (5.904, 3.202, 4.119)
C (-4.638, -1.412, -1.778)
C (-2.053, -0.191, -5.915)
H (-2.690, 3.774, 2.288)
H (-3.051, 0.303, 3.620)
H (-4.029, 1.101, -0.759)
C (1.277, -1.533, -2.713)
C (4.238, 2.550, -0.166)
C (0.857, -4.493, 0.168)
C (-1.381, -4.223, 1.014)
H (3.511, 5.260, 6.355)
N (6.711, -0.588, 1.517)
H (-1.600, 0.640, -6.441)
H (-0.417, 3.325, 2.717)
H (5.254, 4.937, 6.220)
H (5.333, -2.772, 1.788)
H (2.224, 2.996, -0.757)
H (6.137, 1.789, 0.447)
O (1.230, -1.156, 0.712)
H (6.227, 4.227, 4.227)
H (1.654, -4.186, -0.499)
H (-0.857, -0.103, 4.633)
H (-1.979, -5.604, 2.538)
H (-4.582, 0.589, 2.192)
C (1.985, -1.575, -3.906)
C (5.075, 1.605, 0.357)
N (2.326, 1.118, 0.065)
C (5.138, 0.527, 3.846)
C (-0.983, -0.297, 3.566)
H (3.532, 1.031, 5.172)
C (-5.542, -0.575, -2.434)
C (-0.582, 6.203, -1.156)
C (0.466, -2.596, -2.330)
H (-5.185, 0.154, -3.154)
C (-4.003, 1.431, 0.278)
H (1.421, -0.633, -2.113)
C (4.542, 0.360, 0.749)
C (-0.361, -3.821, 0.153)
C (-6.484, -2.478, -0.651)
F (-0.786, 7.470, -0.813)
H (-0.225, -4.563, -2.867)
C (-2.745, -1.209, -3.846)
H (4.609, 3.508, -0.502)
H (-2.772, -1.409, 3.844)
C (-0.263, 5.259, -0.194)
C (2.534, -1.080, 0.896)
H (7.575, 2.664, 2.884)
N (-2.204, -2.616, -1.480)
H (0.187, -6.798, 2.551)
C (4.400, 1.386, 4.632)
F (0.218, 3.054, 0.411)
C (-0.170, 3.501, -1.891)
F (-1.004, 6.696, -3.413)
C (-5.120, -2.363, -0.885)
H (-0.389, -1.187, 3.341)
C (-3.093, -2.359, -5.935)
H (-4.821, 2.145, 0.399)
H (-3.456, -3.219, -6.483)
N (7.134, 0.213, 2.356)
H (1.997, -6.085, 1.033)
H (-6.849, -3.231, 0.035)
C (-2.453, -0.537, 3.271)
H (-7.592, -0.029, -2.706)
H (-8.437, -1.723, -1.111)
C (-2.511, -1.292, -6.614)
C (4.287, 4.840, 5.720)
C (-3.214, -2.314, -4.559)
C (-6.901, -0.681, -2.189)
H (-2.423, -1.326, -7.692)
C (5.298, -0.720, 1.265)
C (0.392, -3.718, -3.154)
Y (-0.115, 0.345, -0.119)
F (-0.180, 5.597, 1.097)
C (-4.235, 0.252, 1.215)
H (4.841, -0.509, 3.762)
C (-0.491, 4.478, -2.832)
C (0.033, -5.959, 1.885)
C (-0.694, 5.803, -2.481)
H (1.028, -4.640, -4.976)
H (-3.227, 2.159, 2.674)
H (2.437, -2.727, -5.657)
H (-1.301, 2.593, 4.025)
H (-2.467, -3.492, -1.920)
C (-0.060, 3.953, -0.583)
C (1.891, -2.691, -4.724)
H (2.887, -3.101, 1.481)
C (4.761, 2.728, 4.754)
F (-0.625, 4.145, -4.113)
H (2.603, -0.735, -4.190)
P (-0.630, -2.386, -0.905)
C (3.334, -2.138, 1.280)
O (3.942, 3.481, 5.528)
C (-7.375, -1.634, -1.295)
C (2.871, 2.264, -0.297)
C (1.099, -3.766, -4.342)
S (-0.148, 1.013, 2.652)

=====

# C52H46AsN5PS2Tl

A structure of composition C52H46AsN5PS2Tl (ωB97M-V with the def2-TZVPD basis set, the OMol25 dataset).

Properties
E_tot (eV): -158613.5811
E_LUMO (eV): 3.66
E_HOMO (Eh): -0.022
Total charge: -2

Atoms and positions in Å:
N (0.993, -6.539, 3.946)
C (-0.850, 1.473, -5.608)
C (-1.847, 2.441, -5.498)
H (5.314, -2.553, -0.958)
C (2.108, -2.243, -8.421)
C (-2.189, 5.586, 6.614)
C (-0.805, 3.960, 5.455)
H (-0.435, 1.122, -1.301)
H (-1.154, -5.910, -0.855)
H (1.272, 1.140, -5.575)
C (-0.369, -3.970, -1.300)
C (0.799, 3.202, -5.258)
C (1.711, -0.927, -8.626)
H (-1.257, -2.142, -4.054)
H (1.830, -3.269, -3.785)
H (4.428, 1.586, -1.599)
As (-1.434, -0.381, -5.856)
H (0.374, 3.642, 3.670)
N (-2.581, -5.273, 4.049)
H (-2.344, 6.604, 6.950)
H (1.796, -4.016, -7.258)
C (-1.822, -4.671, 3.416)
H (0.487, 0.305, -3.461)
H (-2.072, 4.983, -0.538)
C (-1.959, 3.663, 1.145)
H (2.050, 1.029, -1.901)
H (-2.883, 2.133, -5.587)
C (-1.303, 1.278, 3.908)
H (2.776, -0.615, 5.410)
H (6.077, -0.202, -1.146)
C (-1.696, -1.421, 5.177)
C (-1.609, -2.456, 6.091)
C (-0.849, 1.830, -0.586)
C (-1.539, 2.391, 1.587)
C (4.108, 0.551, -1.552)
H (-2.319, 4.509, -5.180)
C (3.264, -2.084, -1.349)
H (-2.840, 5.585, 1.501)
C (-1.788, 2.976, 5.695)
C (0.472, -3.211, -2.112)
H (-2.655, -1.149, 4.752)
H (1.248, 4.368, 5.021)
H (1.836, 3.499, -5.159)
H (-0.281, -3.677, 7.262)
C (-1.772, 3.999, -0.189)
C (5.033, -0.451, -1.294)
H (1.745, -2.491, 6.495)
C (0.703, -1.157, 5.203)
C (0.371, -4.480, 2.517)
C (-0.550, -0.768, 4.713)
C (-0.204, 4.155, -5.145)
H (0.408, 0.656, -8.012)
C (-2.922, 3.312, 6.437)
N (-1.613, 1.662, 5.254)
C (2.770, 0.237, -1.722)
C (1.500, -2.987, -7.420)
H (-2.268, 2.920, 3.413)
H (2.175, -0.337, -9.408)
H (-3.539, 4.313, 2.495)
C (1.017, -5.203, -3.358)
C (2.335, -1.088, -1.637)
H (2.270, -1.022, 3.765)
C (-0.993, 1.412, 0.746)
H (-1.052, 3.341, -2.107)
C (0.181, -5.952, -2.539)
H (-2.503, -2.984, 6.397)
H (-0.290, 6.011, 5.720)
C (0.480, 1.873, -5.488)
C (0.769, -2.190, 6.131)
C (0.719, -0.368, -7.838)
H (-4.016, 4.844, 7.459)
C (0.118, -1.097, -6.811)
C (0.681, -5.621, 3.319)
H (-1.943, 4.966, 2.886)
C (0.513, -2.422, -6.628)
C (-2.602, 4.680, 2.062)
C (4.606, -1.766, -1.189)
C (-1.206, 3.083, -1.062)
H (0.046, 5.191, -4.956)
C (-3.123, 4.604, 6.894)
S (1.688, -4.009, 1.501)
H (2.876, -2.686, -9.041)
C (-0.514, -5.334, -1.511)
C (-1.532, 3.771, -5.268)
N (-0.678, 0.188, 3.694)
C (-0.369, -2.845, 6.574)
C (1.165, -3.841, -3.146)
H (0.833, 2.639, 5.036)
H (1.575, -5.689, -4.152)
C (-0.896, -3.946, 2.616)
H (0.083, -7.019, -2.701)
C (1.964, -0.520, 4.687)
N (-1.747, 2.174, 2.988)
C (-1.041, 5.252, 5.910)
H (-3.658, 2.541, 6.639)
H (2.931, -3.104, -1.213)
S (-1.591, -2.516, 1.875)
H (-0.891, -3.484, -0.482)
H (0.051, -3.015, -5.845)
H (1.102, -1.208, -4.136)
H (1.809, 0.534, 4.452)
H (-2.048, 0.933, 5.795)
C (0.485, 3.635, 4.756)
Tl (0.519, -0.598, 1.401)
H (-1.818, -0.623, -3.375)
P (0.531, -1.412, -1.752)
C (0.325, -0.773, -3.502)
C (-1.065, -1.066, -4.033)

=====

# C52H46BrClN7O5PPb

A structure of composition C52H46BrClN7O5PPb (ωB97M-V with the def2-TZVPD basis set, the OMol25 dataset).

Properties
E_tot (eV): -172441.9423
E_LUMO (eV): 0.27
E_HOMO (Eh): -0.275
Total charge: 0

Atoms and positions in Å:
H (-1.001, 7.137, -1.086)
Cl (4.479, 7.397, 0.796)
H (-3.689, -7.676, 4.457)
H (4.906, -5.283, 0.118)
C (-4.781, 2.309, 1.071)
C (3.850, -3.820, 1.255)
C (2.090, 7.008, -0.425)
C (3.151, -4.552, -0.902)
C (-4.139, 3.083, 3.280)
H (-0.926, 0.484, 2.197)
C (1.676, -1.300, 2.973)
N (0.685, -0.795, 2.257)
H (3.542, 0.346, -4.471)
H (3.062, 2.185, -1.744)
C (5.732, -1.110, -1.644)
C (-0.139, 0.091, 2.838)
C (3.041, 6.476, 0.433)
N (-0.585, -2.473, -2.560)
C (-1.309, -3.577, -4.985)
H (4.526, -3.862, 2.102)
C (1.006, -0.046, 4.903)
H (5.972, 0.157, -4.775)
N (1.195, -1.324, -3.572)
H (0.913, 4.862, -4.292)
H (1.351, -3.614, -1.572)
Pb (-0.327, -1.377, -0.089)
O (0.865, 1.629, 0.165)
H (-6.220, 3.552, 0.077)
O (-0.986, -3.435, 1.030)
H (2.242, 7.994, -0.847)
O (-2.447, -5.512, 0.707)
H (-2.884, -4.553, -3.860)
H (3.613, 4.813, 1.653)
C (-4.127, 0.211, -0.155)
H (0.263, 7.748, -2.167)
C (6.314, -0.695, -2.831)
H (-4.945, 1.891, -1.047)
H (-3.542, 2.952, 4.175)
H (-5.069, 4.895, 3.973)
C (-1.616, -3.239, 2.223)
H (-0.725, 1.213, 4.560)
C (0.107, -2.170, -3.661)
O (-0.362, 4.373, -0.558)
P (1.736, -0.380, -2.218)
C (-0.347, 1.886, 0.014)
H (-0.422, 6.122, -2.389)
C (-4.993, 4.172, 3.170)
C (1.864, -0.945, 4.318)
C (0.946, 6.292, -0.741)
C (-0.028, 0.498, 4.145)
H (6.348, -1.503, -0.844)
H (-3.481, -7.503, 1.989)
H (-1.945, 3.296, 0.030)
C (-2.241, -4.631, 4.242)
C (4.056, -4.612, 0.154)
C (-0.881, 3.317, 0.242)
C (1.471, 1.301, -2.896)
C (3.550, -0.507, -2.489)
C (-2.795, -5.762, 4.831)
H (1.602, 3.488, 1.061)
C (-3.141, -6.700, 2.634)
C (-4.028, 2.167, 2.244)
H (3.318, -2.422, 3.117)
H (-3.313, 1.358, 2.329)
C (-2.139, -4.515, 2.863)
C (-1.628, -3.316, -2.655)
H (-4.587, -0.585, 1.808)
C (-5.632, 3.414, 0.979)
C (4.355, -1.016, -1.476)
C (2.097, -3.680, -0.787)
H (1.135, 0.230, 5.941)
O (-1.249, 1.041, -0.279)
H (2.706, 4.447, -2.634)
C (0.229, 2.832, -4.285)
H (0.344, -2.465, -5.786)
H (-2.868, -5.842, 5.910)
H (-0.732, 3.558, 1.302)
H (-1.856, -4.725, 0.545)
C (5.518, -0.183, -3.852)
H (7.387, -0.759, -2.961)
C (0.431, 1.551, -3.784)
C (-0.235, -2.721, -4.907)
H (-2.146, -3.525, -1.722)
H (3.901, -1.330, -0.542)
C (-2.575, -5.571, 2.048)
H (-0.230, 0.746, -4.087)
C (1.058, 3.868, -3.891)
Br (-3.776, -0.536, -1.871)
N (-2.821, -2.342, 2.059)
H (-0.580, 3.017, -4.980)
C (-3.877, -0.667, 0.981)
H (-0.967, -2.744, 2.965)
C (2.075, 3.633, -2.971)
C (0.773, 5.021, -0.181)
H (-1.876, -3.817, 4.863)
N (1.896, -2.870, 0.267)
H (3.266, -5.165, -1.785)
C (-2.031, -3.891, -3.836)
C (-3.251, -6.789, 4.014)
C (4.147, -0.087, -3.680)
C (2.864, 5.228, 0.991)
H (2.672, -1.389, 4.889)
C (2.743, -2.954, 1.284)
H (-6.402, 5.185, 1.906)
C (-5.741, 4.332, 2.011)
H (-3.440, -2.223, 2.851)
C (1.725, 4.493, 0.680)
C (-0.108, 6.860, -1.653)
C (2.276, 2.358, -2.470)
N (2.609, -2.192, 2.445)
H (1.653, -1.156, -4.455)
H (-1.586, -4.004, -5.940)
C (-4.646, 1.437, -0.109)
N (-2.919, -1.517, 1.031)

=====

Energy relative to the best compared isomer or geometry (same formula, charge and spin) across the listed records, respectively: 0.000, 0.284, 0.202 eV.
F_max across the listed records, respectively: 0.536, 0.672, 0.593 eV/Å.